# 1
A 21-piece molecular cluster, C62H166O21 overall. Source: the OMol25 dataset; level of theory: ωB97M-V/def2-TZVPD.

Computed properties:
ΔE to the lowest compared entry with this formula, charge and spin ... 554.8 kJ/mol
Calculated total energy ... -109972.964 eV
F_max ... 4.454 eV/Å
LUMO level ... 0.0104 Eh
2S+1 ... 1
Highest occupied orbital energy ... -9.3121 eV
Orbital gap ... 9.60 eV

Last column: Mulliken charge in e.
Atoms and positions in Å:
C  3.625  -4.500  -2.829  -0.123
C  3.657  -11.297  -1.033  0.411
H  0.062  -0.101  1.927  0.475
H  11.308  -8.741  0.759  0.204
H  2.281  -9.218  -3.603  0.023
H  -0.816  -1.058  4.364  0.430
O  5.143  -10.086  -4.691  0.267
C  0.060  -1.400  3.812  -1.391
H  2.758  -4.846  -6.904  0.087
C  6.517  -1.349  -4.019  -0.639
H  12.410  -4.958  -4.131  0.238
C  9.840  -6.091  1.685  -0.814
H  3.809  -10.383  6.745  0.395
H  4.823  4.004  -4.548  0.380
O  5.662  -5.932  -2.272  -0.321
C  7.484  -1.830  -8.641  -1.362
H  7.977  -9.778  1.998  -0.172
H  7.132  -1.993  1.114  0.397
H  2.421  -5.920  3.988  0.219
H  4.729  -5.441  -8.467  0.191
O  -0.472  -2.047  -0.671  -0.617
H  13.587  -8.789  1.717  0.299
H  0.741  -7.377  -0.602  0.076
H  3.875  -12.383  -5.258  0.408
H  3.443  -4.556  4.507  0.137
H  10.394  -9.077  -2.399  0.140
H  3.964  -11.308  4.365  0.443
C  -0.178  -10.662  -2.794  -0.481
O  2.264  2.073  -5.668  -0.539
C  1.748  -2.151  -5.548  0.066
H  3.724  -12.369  -0.845  0.399
H  8.617  -11.417  -5.666  0.333
O  7.471  -12.837  1.397  -0.112
C  14.304  -8.398  -0.158  -1.236
H  7.573  -1.544  -3.835  0.372
H  7.407  -11.468  -1.586  -0.773
H  -0.353  -7.784  -3.701  0.424
C  4.252  -6.780  2.129  1.061
C  0.618  -7.993  -4.148  -1.141
C  9.843  -10.302  -4.012  0.333
C  10.309  -4.883  -4.075  -1.051
H  4.407  -3.792  -3.104  -0.402
H  -0.550  -11.277  -1.974  0.386
H  2.554  -1.658  -5.005  0.196
H  5.714  -13.670  2.066  0.293
H  3.531  -10.646  1.082  -0.329
H  -0.992  0.556  -0.540  0.434
H  10.075  -10.800  2.111  0.238
H  8.446  -11.030  -0.190  0.313
O  0.627  -9.621  -2.274  -0.351
O  11.840  -3.542  -2.829  -0.565
H  4.615  -10.882  -1.343  0.064
H  6.819  -12.953  4.164  -0.152
C  8.871  -10.448  -5.236  -1.461
H  3.064  -4.842  -3.698  -0.118
C  6.501  -3.879  0.287  0.656
H  9.380  -9.972  -6.074  0.534
H  7.068  -7.902  -0.936  -0.852
H  12.936  -7.205  0.977  0.222
H  3.403  -9.645  3.923  0.378
C  4.631  -9.686  6.579  -1.187
C  13.159  -8.265  0.862  0.045
H  11.328  -3.467  -2.021  0.337
H  3.909  -1.474  0.495  0.548
H  2.020  -11.299  0.421  0.445
H  6.685  0.151  -5.772  0.370
H  2.795  -10.291  -8.268  0.266
H  5.793  -6.352  -6.362  0.281
H  2.755  -1.914  -7.169  0.275
C  0.164  -6.854  0.161  -1.351
C  7.286  -13.773  3.617  -0.756
H  6.728  -7.274  -3.257  0.093
O  8.900  -14.034  -3.728  -0.566
O  2.232  -2.640  -6.820  -0.567
C  -0.059  -1.127  2.276  -0.381
C  3.228  -5.614  4.654  0.014
H  1.299  -12.123  -3.013  0.180
H  10.332  -16.215  -4.455  0.324
H  6.336  -11.792  -5.251  0.179
H  -0.022  -12.375  -4.128  0.476
H  8.213  -8.854  3.543  0.330
C  6.240  -0.803  -5.488  -0.330
H  13.146  -6.226  -2.334  0.297
C  3.117  1.748  -3.504  -1.209
C  2.925  -1.941  0.481  -0.429
H  6.016  -2.291  -3.797  -0.321
H  -1.669  -1.178  -3.528  0.381
C  7.150  -12.821  0.015  -0.901
H  10.563  -9.889  3.498  0.438
H  0.395  -8.563  -5.050  0.213
H  9.719  -15.272  -5.915  0.320
H  3.371  -7.928  -6.702  -0.125
C  3.899  -8.960  -9.340  -1.438
H  7.853  -2.744  -8.175  0.244
H  0.571  -7.323  1.057  0.351
C  -0.232  0.310  -1.282  -1.603
C  5.831  -7.305  -2.638  -0.725
H  9.422  -5.226  1.170  0.001
H  0.357  -1.264  -2.357  -0.051
C  12.093  -5.947  -2.327  -0.359
H  1.191  -11.138  -4.443  0.092
H  4.970  -7.712  -3.168  0.448
H  7.002  -14.645  4.206  0.424
O  9.597  -8.357  1.958  -0.186
C  6.298  -1.437  -7.780  -0.062
H  -0.898  -7.100  0.147  0.443
O  3.417  -5.532  -7.031  -0.250
H  7.774  -13.591  -0.438  0.426
H  4.240  1.865  -5.314  -0.055
C  2.635  -5.739  6.146  -1.392
H  4.232  -7.932  -9.482  0.181
H  2.826  -4.002  -2.279  0.238
H  4.782  -10.457  3.095  -0.065
C  5.650  -11.421  -4.490  0.427
H  3.826  -12.079  -3.466  -0.223
H  9.379  -4.748  -3.523  0.111
H  5.357  -8.280  -0.700  0.218
C  4.450  -12.273  -4.338  -0.854
H  -0.193  0.905  -2.194  0.400
H  8.654  -13.171  -3.386  0.259
H  -0.923  -10.130  -3.386  0.307
H  8.370  -13.706  3.710  0.297
H  0.120  -3.583  -5.337  0.446
C  3.357  2.303  -4.849  0.968
C  1.029  -3.278  -4.818  -0.277
H  8.377  -2.714  0.075  0.336
H  10.461  -8.200  -3.949  0.528
H  0.816  -3.120  -3.761  0.030
C  8.927  -7.241  1.502  1.533
H  5.861  -3.481  -0.500  0.195
C  0.592  -11.604  -3.661  -0.819
H  4.745  -13.311  -4.187  0.506
C  7.619  -2.925  0.830  -1.537
H  10.854  -6.163  1.289  -0.127
H  14.640  -9.391  -0.457  0.348
H  3.900  2.141  -2.855  0.398
C  4.258  -10.311  4.040  -0.870
O  7.114  -5.089  -0.071  0.429
H  5.607  -4.741  -5.557  0.083
H  6.049  -10.740  5.253  0.105
H  9.224  -11.141  3.623  0.273
H  6.125  -0.703  -3.233  0.401
C  9.897  -8.920  -3.356  -0.859
H  3.135  -3.010  0.463  -0.127
H  3.168  4.477  -4.354  0.365
O  5.877  -8.843  4.823  -0.444
C  0.547  -5.351  0.245  0.638
H  3.274  0.672  -3.433  0.145
H  2.934  -11.314  -1.849  -0.794
H  5.349  -1.912  -8.029  0.091
H  11.447  -15.475  -5.420  0.368
H  -2.077  -2.479  -2.466  0.344
H  15.115  -7.777  0.222  0.354
H  7.988  -9.816  -5.144  0.165
H  -2.482  -0.675  -2.175  0.406
H  6.699  -10.712  -0.168  -0.333
H  2.054  -6.657  6.231  0.330
C  10.199  -13.949  -4.394  0.212
C  2.904  -10.703  0.192  -0.253
H  4.140  -8.713  6.604  0.167
H  6.198  -0.363  -7.941  0.469
C  6.792  -13.824  2.117  -0.347
H  2.362  -1.619  -0.395  -0.120
H  4.305  -5.193  -0.948  -0.664
H  1.703  -9.437  -0.770  0.095
H  10.246  -5.776  -4.696  0.376
H  7.038  -14.772  1.640  0.347
C  -0.493  -1.099  -1.694  1.365
H  6.703  -4.930  -6.876  0.403
O  9.296  -11.198  -3.023  0.022
C  7.471  -11.407  -0.499  1.148
H  10.357  -4.109  -4.840  0.383
C  1.607  -8.464  -8.232  -1.192
H  8.126  -3.415  1.661  0.307
H  0.922  -1.461  -5.721  0.298
H  -1.097  -1.413  2.111  0.278
H  10.268  -13.064  -5.026  0.116
C  3.810  3.762  -4.869  -1.665
C  2.228  -1.482  1.811  -0.593
C  8.687  -9.286  2.661  0.347
H  1.561  2.395  -5.099  0.394
H  3.185  -6.580  2.227  0.118
O  -0.273  -4.817  -0.744  -0.399
O  12.092  -9.039  0.292  -0.405
C  4.257  -5.616  -1.951  1.020
H  8.928  -8.441  -3.219  -0.158
H  6.111  -13.067  -0.207  0.306
C  5.220  -10.033  5.211  0.521
O  2.434  -9.429  -0.147  -0.095
H  1.849  -8.098  -2.366  -0.866
H  10.795  -10.688  -4.377  0.358
H  3.431  -5.799  6.888  0.332
H  6.037  -6.770  3.421  0.296
H  1.972  -4.959  6.520  0.374
C  11.679  -4.861  -3.328  0.326
C  5.077  -6.264  3.321  -0.987
H  5.407  -9.757  7.341  0.324
H  0.711  0.362  -0.738  0.260
H  0.763  -8.955  -7.748  0.228
H  1.798  -7.402  -8.078  0.127
C  -1.761  -1.436  -2.473  -1.598
C  1.419  -8.768  -3.111  1.496
H  1.195  -7.097  -4.380  0.139
H  1.588  -5.087  0.057  -0.197
H  8.695  -7.427  0.454  -0.563
C  4.606  -4.966  -7.494  0.314
H  2.196  1.956  -2.958  0.422
H  -0.038  -1.625  0.073  0.099
H  3.563  -6.457  -1.972  -0.077
H  4.577  -3.884  -7.628  -0.264
C  2.932  -9.213  -8.181  0.847
C  6.168  -8.269  -1.428  1.546
H  4.802  -9.564  -9.248  0.347
H  1.295  -8.258  -9.256  0.447
H  9.884  -11.149  -2.266  0.125
H  4.272  -7.869  2.086  -0.243
H  7.305  -2.145  -9.669  0.390
O  3.527  -8.847  -6.933  -0.113
C  10.421  -15.328  -5.083  -1.346
O  4.395  -6.319  4.619  -0.441
H  8.371  -1.208  -8.765  0.340
H  5.263  -8.105  4.831  0.280
C  5.739  -5.272  -6.499  -0.819
O  6.799  -1.549  -6.451  -0.254
H  5.179  -0.607  -5.638  0.224
H  0.912  -0.864  4.230  0.339
H  -0.355  -3.865  -0.653  0.377
H  10.965  -13.769  -3.641  0.205
H  4.736  -6.364  1.245  -0.435
H  0.093  -2.471  4.010  0.297
H  7.950  -7.036  1.940  -0.427
H  1.658  -4.151  -4.993  -0.493
H  11.622  -6.915  -2.502  -0.135
H  6.175  -11.318  -3.540  -0.402
H  9.919  -5.777  2.726  0.336
H  5.453  -5.249  3.193  0.441
C  9.696  -10.356  3.031  -1.444
H  3.724  4.131  -5.891  0.402
H  11.950  -5.566  -1.316  0.161
H  0.216  -5.026  1.231  0.334
H  4.743  -10.134  -5.562  -0.193
H  2.650  -1.886  2.731  0.237
H  6.415  -9.242  -1.854  -0.553
H  5.920  -4.127  1.176  -0.300
H  13.949  -8.037  -1.123  0.177
O  0.927  -1.966  1.598  -0.127
H  3.589  -9.276  -10.337  0.434
H  2.270  -0.399  1.931  0.485
H  6.727  -5.444  -0.875  -0.201

# 2
A 2-piece molecular cluster, C26H33NO4 overall. Source: the OMol25 dataset; level of theory: ωB97M-V/def2-TZVPD.

Computed properties:
ΔE to the lowest compared entry with this formula, charge and spin ... 355.4 kJ/mol
Calculated total energy ... -37175.726 eV
F_max ... 2.722 eV/Å
LUMO level ... -0.0328 Eh
2S+1 ... 1
Highest occupied orbital energy ... -7.7851 eV
Orbital gap ... 6.89 eV

Last column: natural (NBO) charge in e.
Atoms and positions in Å:
C  -2.067  -2.710  0.959  0.533
C  -0.501  -1.318  -0.125  0.773
H  -0.699  -2.875  -2.104  0.251
H  1.227  0.837  0.519  0.235
H  1.221  0.969  5.665  0.209
H  0.422  -3.670  -3.225  0.220
H  -0.729  -2.921  2.598  0.233
C  2.060  -1.785  -3.441  -0.237
H  -2.393  -2.495  3.044  0.224
C  -1.571  1.865  2.176  -0.222
H  -3.208  -0.171  -2.680  0.239
H  1.082  4.739  3.829  0.210
C  1.600  1.996  5.729  -0.393
H  4.740  -0.495  -4.775  0.225
C  -1.128  -0.002  -2.535  0.051
H  2.395  -2.794  -3.702  0.209
H  -3.336  -4.158  1.842  0.224
H  -0.904  -2.709  -3.872  0.223
C  -0.734  1.433  1.148  -0.046
H  -1.399  1.074  -2.500  0.222
H  0.182  2.637  -2.302  0.225
H  -1.584  2.647  4.194  0.218
C  -2.598  -4.129  1.046  -0.625
H  -3.074  -4.435  0.122  0.226
C  -1.248  1.134  -0.244  -0.453
H  -2.309  -1.107  -3.947  0.218
H  -2.656  1.883  2.015  0.226
H  2.604  4.213  4.615  0.167
H  2.700  1.994  5.681  0.167
C  -1.586  -2.299  2.334  -0.668
H  -2.438  -1.687  -2.234  0.230
C  0.638  1.284  1.317  -0.166
N  1.041  2.801  4.661  -0.498
O  -3.163  -1.921  0.482  -0.526
C  -0.175  -2.765  -3.060  -0.660
C  2.486  0.578  -3.413  -0.241
C  1.155  0.831  -3.096  0.057
C  -0.976  2.277  3.369  -0.219
O  0.721  -1.127  -0.095  -0.592
H  1.201  4.631  5.614  0.184
H  2.321  1.631  2.599  0.212
H  -1.296  -1.252  2.399  0.234
C  -2.889  -0.641  0.007  0.776
H  4.625  -2.060  -3.893  0.219
H  1.300  2.450  6.683  0.185
H  -2.210  1.607  -0.446  0.255
O  -3.812  0.168  -0.056  -0.585
C  2.971  -0.729  -3.551  0.061
O  -0.980  -2.626  0.014  -0.562
C  0.437  2.243  3.525  0.152
C  0.243  -0.258  -2.853  -0.108
C  1.506  4.174  4.667  -0.392
C  0.723  -1.586  -3.086  0.087
H  -1.797  -4.816  1.293  0.225
C  -2.317  -0.794  -2.884  -0.684
C  1.239  1.698  2.497  -0.231
C  -1.518  -0.305  -0.413  -0.315
H  0.004  2.378  -4.055  0.223
C  4.436  -0.980  -3.830  -0.638
C  0.684  2.252  -3.199  -0.649
H  -0.457  1.463  -0.932  0.216
H  1.549  2.904  -3.407  0.224
H  5.089  -0.585  -3.034  0.231
H  3.152  1.413  -3.655  0.210

> What is the formula in the second record?

C26H33NO4

Copy entry 2 word for word.
A 2-piece molecular cluster, C26H33NO4 overall. Source: the OMol25 dataset; level of theory: ωB97M-V/def2-TZVPD.

Computed properties:
ΔE to the lowest compared entry with this formula, charge and spin ... 355.4 kJ/mol
Calculated total energy ... -37175.726 eV
F_max ... 2.722 eV/Å
LUMO level ... -0.0328 Eh
2S+1 ... 1
Highest occupied orbital energy ... -7.7851 eV
Orbital gap ... 6.89 eV

Last column: natural (NBO) charge in e.
Atoms and positions in Å:
C  -2.067  -2.710  0.959  0.533
C  -0.501  -1.318  -0.125  0.773
H  -0.699  -2.875  -2.104  0.251
H  1.227  0.837  0.519  0.235
H  1.221  0.969  5.665  0.209
H  0.422  -3.670  -3.225  0.220
H  -0.729  -2.921  2.598  0.233
C  2.060  -1.785  -3.441  -0.237
H  -2.393  -2.495  3.044  0.224
C  -1.571  1.865  2.176  -0.222
H  -3.208  -0.171  -2.680  0.239
H  1.082  4.739  3.829  0.210
C  1.600  1.996  5.729  -0.393
H  4.740  -0.495  -4.775  0.225
C  -1.128  -0.002  -2.535  0.051
H  2.395  -2.794  -3.702  0.209
H  -3.336  -4.158  1.842  0.224
H  -0.904  -2.709  -3.872  0.223
C  -0.734  1.433  1.148  -0.046
H  -1.399  1.074  -2.500  0.222
H  0.182  2.637  -2.302  0.225
H  -1.584  2.647  4.194  0.218
C  -2.598  -4.129  1.046  -0.625
H  -3.074  -4.435  0.122  0.226
C  -1.248  1.134  -0.244  -0.453
H  -2.309  -1.107  -3.947  0.218
H  -2.656  1.883  2.015  0.226
H  2.604  4.213  4.615  0.167
H  2.700  1.994  5.681  0.167
C  -1.586  -2.299  2.334  -0.668
H  -2.438  -1.687  -2.234  0.230
C  0.638  1.284  1.317  -0.166
N  1.041  2.801  4.661  -0.498
O  -3.163  -1.921  0.482  -0.526
C  -0.175  -2.765  -3.060  -0.660
C  2.486  0.578  -3.413  -0.241
C  1.155  0.831  -3.096  0.057
C  -0.976  2.277  3.369  -0.219
O  0.721  -1.127  -0.095  -0.592
H  1.201  4.631  5.614  0.184
H  2.321  1.631  2.599  0.212
H  -1.296  -1.252  2.399  0.234
C  -2.889  -0.641  0.007  0.776
H  4.625  -2.060  -3.893  0.219
H  1.300  2.450  6.683  0.185
H  -2.210  1.607  -0.446  0.255
O  -3.812  0.168  -0.056  -0.585
C  2.971  -0.729  -3.551  0.061
O  -0.980  -2.626  0.014  -0.562
C  0.437  2.243  3.525  0.152
C  0.243  -0.258  -2.853  -0.108
C  1.506  4.174  4.667  -0.392
C  0.723  -1.586  -3.086  0.087
H  -1.797  -4.816  1.293  0.225
C  -2.317  -0.794  -2.884  -0.684
C  1.239  1.698  2.497  -0.231
C  -1.518  -0.305  -0.413  -0.315
H  0.004  2.378  -4.055  0.223
C  4.436  -0.980  -3.830  -0.638
C  0.684  2.252  -3.199  -0.649
H  -0.457  1.463  -0.932  0.216
H  1.549  2.904  -3.407  0.224
H  5.089  -0.585  -3.034  0.231
H  3.152  1.413  -3.655  0.210